ORCA calculation (wB97M-V/def2-TZVPD) on F16K2N8Na3O32S16 as an isolated structure in a non-equilibrium geometry.

Last column: Mulliken charge in e.
CARTESIAN COORDINATES (ANGSTROEM)
Na1 -2.68 -1.24 -1.15  1.1861
Na2 -3.74 0.80 0.73  1.0511
Na3 0.93 0.92 4.68  0.9996
K1 2.06 -1.00 -2.64  0.9671
K2 0.13 4.32 2.81  0.9939
N1 -1.54 0.07 0.37  -0.4922
S1 -0.56 1.32 -0.24  0.4534
O1 0.61 0.86 -0.91  -0.2958
O2 -0.40 2.48 0.57  -0.2203
F1 -1.56 1.69 -1.38  -0.1519
S2 -0.43 -0.35 1.49  0.7031
O3 -0.27 0.49 2.64  -0.6101
O4 0.69 -1.05 0.98  -0.4258
F2 -1.23 -1.60 2.05  -0.1217
N2 3.17 0.94 3.76  -0.3337
S3 4.47 1.46 4.43  1.0069
O5 4.60 2.89 4.56  -0.5998
O6 5.68 0.77 4.12  -0.5939
F3 4.25 1.03 5.98  -0.3144
S4 3.29 1.91 2.37  0.9221
O7 4.57 2.24 1.87  -0.4740
O8 2.25 2.89 2.29  -0.4662
F4 2.79 0.80 1.39  -0.1310
N3 -4.79 2.83 1.42  -0.4871
S5 -3.93 3.69 2.35  0.9066
O9 -4.53 4.78 3.07  -0.5835
O10 -2.53 3.69 2.04  -0.2921
F5 -3.90 2.58 3.54  -0.3480
S6 -4.76 3.99 0.13  1.0377
O11 -3.55 3.93 -0.62  -0.3852
O12 -5.50 5.15 0.45  -0.5416
F6 -5.61 3.02 -0.80  -0.2558
N4 4.28 1.02 -3.19  -0.2760
S7 3.54 2.29 -2.78  0.8764
O13 2.21 2.48 -3.28  -0.2349
O14 4.32 3.47 -2.48  -0.6726
F7 3.28 1.78 -1.27  -0.2221
S8 4.79 1.63 -4.70  1.0017
O15 6.12 2.14 -4.79  -0.5856
O16 3.80 2.06 -5.63  -0.5050
F8 4.96 0.07 -5.18  -0.3410
N5 -0.84 5.64 -4.10  -0.4221
S9 -0.82 4.09 -4.40  0.9249
O17 -0.53 3.26 -3.27  -0.2434
O18 -0.26 3.67 -5.64  -0.6027
F9 -2.38 3.85 -4.68  -0.3294
S10 0.69 6.17 -4.49  1.0844
O19 0.90 6.17 -5.90  -0.5760
O20 1.78 5.91 -3.61  -0.5254
F10 0.38 7.73 -4.18  -0.3328
N6 -2.41 -5.63 4.13  -0.1190
S11 -3.51 -4.44 4.20  0.9875
O21 -3.43 -3.65 5.39  -0.6073
O22 -4.79 -4.76 3.67  -0.6014
F11 -2.95 -3.51 3.01  -0.1362
S12 -2.95 -6.59 5.26  1.0300
O23 -4.18 -7.28 5.00  -0.6175
O24 -2.71 -6.33 6.66  -0.6292
F12 -1.85 -7.74 5.04  -0.2839
N7 -1.81 -2.13 -3.19  -0.1607
S13 -1.43 -1.00 -4.35  0.7973
O25 -2.29 -0.88 -5.46  -0.5267
O26 -0.06 -0.61 -4.41  -0.5144
F13 -1.87 0.17 -3.34  -0.1507
S14 -1.06 -3.23 -3.93  0.8589
O27 0.32 -3.39 -3.58  -0.5269
O28 -1.54 -3.78 -5.18  -0.5895
F14 -1.76 -4.44 -3.05  -0.3690
N8 0.93 -5.73 2.10  -0.1300
S15 2.29 -6.69 2.12  1.0400
O29 3.55 -6.11 2.48  -0.5713
O30 2.25 -7.71 1.11  -0.6206
F15 1.84 -7.50 3.42  -0.2811
S16 1.44 -4.55 1.20  0.9239
O31 1.56 -4.83 -0.20  -0.5893
O32 2.28 -3.59 1.86  -0.5107
F16 0.00 -3.78 1.28  -0.2239

Summary:
**Gap between HOMO and LUMO**: 5.7 eV
**Net charge**: -3
**Energy relative to the best compared isomer or geometry (same formula, charge and spin)**: 123.4 kJ/mol
**LUMO level**: 2.089 eV
**Multiplicity**: 1
**HOMO energy**: -3.57 eV

ORCA calculation (wB97M-V/def2-TZVPD) on a 2-piece molecular cluster, C2H8N3O overall in a non-equilibrium geometry.

Last column: Mulliken charge in e.
CARTESIAN COORDINATES (ANGSTROEM)
N1 1.88 -0.01 2.04  -0.4348
C1 1.22 0.22 0.85  0.6478
N2 0.53 1.46 0.71  -0.6320
O1 1.11 -0.58 -0.09  -0.6693
H1 2.12 -1.02 2.13  0.3110
H2 1.44 0.36 2.95  0.3132
H3 1.11 2.10 0.13  0.3014
H4 -0.35 1.39 0.17  0.3095
C2 -1.95 -1.09 -1.53  -0.1190
N3 -1.06 -0.18 -1.39  -0.1953
H5 -3.01 -0.82 -1.92  0.2583
H6 -1.77 -2.16 -1.34  0.2896
H7 -0.14 -0.33 -0.82  0.3442
H8 -1.14 0.68 -1.89  0.2753

Summary:
**Gap between HOMO and LUMO**: 9.1 eV
**Net charge**: +1
**Energy relative to the best compared isomer or geometry (same formula, charge and spin)**: 199.8 kJ/mol
**LUMO level**: -5.168 eV
**Multiplicity**: 1
**HOMO energy**: -14.28 eV

ORCA calculation (wB97M-V/def2-TZVPD) on C4H3LiO6Ru as an isolated structure in a non-equilibrium geometry.

Last column: Löwdin spin population.
CARTESIAN COORDINATES (ANGSTROEM)
O1 3.86 -0.95 0.58  0.2903
C1 2.86 -0.20 0.38  0.0557
O2 3.05 0.98 -0.06  0.2906
O3 1.66 -0.69 0.58  0.1141
C2 0.56 0.16 0.84  0.1462
O4 -1.63 0.63 0.23  0.0369
C3 -2.67 0.45 -0.63  0.0001
C4 -0.63 -0.31 0.34  0.0248
O5 -2.75 -0.60 -1.30  0.0006
O6 -3.53 1.36 -0.62  0.0015
Ru1 4.90 0.53 -0.08  4.4457
Li1 -4.48 0.24 -1.99  -0.0010
H1 0.76 1.23 0.94  0.0058
H2 -0.62 -1.06 -0.47  -0.0294
H3 -1.33 -1.76 1.26  -0.3820

Summary:
**Gap between HOMO and LUMO (alpha / beta)**: 2.5 / 4.3 eV
**Net charge**: +1
**Energy relative to the best compared isomer or geometry (same formula, charge and spin)**: 335.0 kJ/mol
**LUMO level (alpha / beta)**: -7.023 / -7.929 eV
**Multiplicity**: 6
**HOMO energy (alpha / beta)**: -9.51 / -12.23 eV
**<S²>**: 9.20

ORCA calculation (wB97M-V/def2-TZVPD) on C15H19N3O2 as an isolated structure in a non-equilibrium geometry.

Last column: Mulliken charge in e.
CARTESIAN COORDINATES (ANGSTROEM)
C1 2.41 2.60 -0.35  -0.7819
C2 3.92 2.15 -0.06  -0.1964
C3 4.55 1.28 -1.10  -1.0472
C4 3.71 -0.18 -1.18  -0.5776
C5 3.81 -1.04 0.03  0.3149
O1 4.80 -1.22 0.73  -0.6054
N1 2.54 -1.27 1.02  -0.2511
C6 1.27 -0.94 0.35  0.6453
C7 0.37 -0.27 1.23  -0.2891
C8 -0.86 -0.19 0.92  0.3743
N2 -2.00 0.67 1.59  -0.7136
C9 -3.06 0.43 0.66  0.1507
N3 -2.64 -0.51 -0.51  0.4111
C10 -1.31 -0.57 -0.28  0.2302
C11 -0.48 -1.36 -1.29  -1.5127
C12 0.76 -1.53 -0.62  0.1105
H1 1.56 -2.21 -1.31  0.1378
H2 -0.85 -1.81 -2.01  0.7836
C13 -3.51 -0.51 -1.49  -0.7983
C14 -4.82 0.40 -1.14  -0.5941
O2 -5.32 0.32 -0.02  -0.3137
C15 -4.46 0.95 1.14  -0.3887
H3 -4.32 2.07 0.96  0.2677
H4 -4.75 0.64 2.16  0.2961
H5 -4.48 1.54 -1.77  0.2375
H6 -5.54 0.08 -1.90  0.3749
H7 -3.96 -1.84 -1.33  0.3228
H8 -3.11 -0.33 -2.44  0.4011
H9 0.69 0.06 2.39  0.0848
H10 2.81 -1.47 1.89  0.1586
H11 4.15 -0.66 -1.96  0.5473
H12 2.59 -0.02 -1.55  0.2090
H13 4.43 1.70 -2.04  0.4795
H14 5.40 0.87 -0.80  0.4743
H15 3.72 1.62 0.93  0.1991
H16 4.45 3.24 0.04  0.2822
H17 2.37 3.02 -1.61  0.1891
H18 1.65 1.79 -0.12  0.0064
H19 1.99 3.41 0.27  0.3815

Summary:
**Gap between HOMO and LUMO**: 8.2 eV
**Energy relative to the best compared isomer or geometry (same formula, charge and spin)**: 1351.7 kJ/mol
**LUMO level**: 0.378 eV
**Multiplicity**: 1
**HOMO energy**: -7.83 eV

ORCA calculation (wB97M-V/def2-TZVPD) on C19H18N2O4 in the gas phase.

Last column: Mulliken charge in e.
CARTESIAN COORDINATES (ANGSTROEM)
C1 4.16 2.11 0.07  -1.0250
O1 3.06 1.28 0.36  -0.2630
C2 3.20 -0.06 0.22  0.5921
C3 4.34 -0.70 -0.26  -0.6287
C4 4.36 -2.08 -0.38  -0.6275
C5 3.27 -2.84 -0.02  -0.7498
C6 2.13 -2.20 0.46  -0.4669
C7 2.08 -0.83 0.59  0.8470
C8 0.85 -0.13 1.10  -1.2175
N1 0.29 0.75 0.10  0.1169
C9 0.02 2.05 0.34  0.5772
O2 0.14 2.56 1.44  -0.6781
C10 -0.53 2.80 -0.87  -0.7821
C11 -2.06 2.77 -0.83  -0.8309
N2 -2.57 1.43 -0.59  0.2391
C12 -2.26 0.33 -1.37  -0.0157
O3 -1.61 0.35 -2.39  -0.6248
C13 -2.87 -0.83 -0.68  0.4993
C14 -2.87 -2.18 -1.00  -0.4831
C15 -3.52 -3.05 -0.13  -0.5270
C16 -4.16 -2.58 1.01  -0.4694
C17 -4.17 -1.22 1.33  -0.5645
C18 -3.51 -0.36 0.47  0.2431
C19 -3.33 1.11 0.53  0.4916
O4 -3.73 1.90 1.34  -0.6335
H1 4.45 2.06 -0.98  0.4006
H2 3.83 3.12 0.30  0.2572
H3 5.03 1.87 0.70  0.3721
H4 5.20 -0.13 -0.55  0.4122
H5 5.25 -2.56 -0.75  0.3820
H6 3.29 -3.91 -0.11  0.3774
H7 1.27 -2.79 0.75  0.3695
H8 1.10 0.51 1.96  0.2967
H9 0.10 -0.87 1.41  0.4350
H10 0.27 0.41 -0.85  0.3552
H11 -0.17 2.34 -1.79  0.3129
H12 -0.20 3.84 -0.82  0.4601
H13 -2.43 3.37 0.00  0.4162
H14 -2.47 3.14 -1.77  0.2920
H15 -2.37 -2.53 -1.88  0.5175
H16 -3.54 -4.10 -0.35  0.4107
H17 -4.66 -3.28 1.66  0.4052
H18 -4.66 -0.85 2.22  0.5088

Summary:
**Gap between HOMO and LUMO**: 8.1 eV
**Energy relative to the best compared isomer or geometry (same formula, charge and spin)**: 4.3 kJ/mol
**LUMO level**: -0.444 eV
**Multiplicity**: 1
**HOMO energy**: -8.58 eV

Q: What is the multiplicity in the third record?
A: 6

Q: What is the multiplicity in the first record?
A: 1

Q: Look up the energy relative to the best compared isomer or geometry (same formula, charge and spin) of the first one.
A: 123.4 kJ/mol